(1)
{
  "formula": "C16H32FMgO13",
  "method": "ωB97M-V with the def2-TZVPD basis set",
  "elements": ["Mg", "F", "C", "C", "C", "O", "C", "H", "H", "H", "H", "H", "H", "H", "H", "C", "O", "C", "O", "O", "C", "H", "H", "H", "H", "H", "H", "C", "O", "C", "O", "O", "C", "H", "H", "H", "H", "H", "H", "C", "O", "C", "O", "O", "C", "H", "H", "H", "H", "H", "H", "C", "O", "C", "O", "O", "C", "H", "H", "H", "H", "H", "H"],
  "xyz": [[2.214, -0.431, 1.603], [0.397, -0.011, 1.143], [0.605, -4.309, 2.292], [2.040, -4.583, 2.487], [2.703, -3.603, 1.531], [1.842, -2.466, 1.563], [0.539, -3.046, 1.534], [0.084, -4.356, 3.248], [0.216, -5.088, 1.636], [2.392, -5.609, 2.384], [2.289, -4.289, 3.507], [2.837, -4.004, 0.526], [3.658, -3.247, 1.918], [0.293, -3.218, 0.486], [-0.177, -2.312, 1.904], [4.595, 2.514, 0.004], [3.619, 3.262, 0.641], [2.709, 2.723, 1.480], [2.728, 1.557, 1.812], [2.020, 3.738, 1.967], [1.210, 3.613, 3.164], [4.353, 1.862, -0.836], [5.078, 1.814, 0.686], [5.429, 3.151, -0.289], [1.584, 4.163, 4.027], [1.028, 2.588, 3.489], [0.282, 4.120, 2.899], [2.924, -4.561, -3.148], [2.192, -3.685, -2.268], [1.092, -3.123, -2.722], [0.550, -3.179, -3.819], [0.691, -2.325, -1.776], [-0.567, -1.646, -1.839], [3.661, -5.139, -2.590], [3.515, -3.989, -3.864], [2.376, -5.260, -3.780], [-0.704, -1.019, -0.958], [-1.377, -2.362, -1.973], [-0.528, -1.010, -2.723], [0.903, 1.825, -1.675], [-0.290, 2.577, -1.840], [-1.048, 2.521, -2.926], [-0.793, 1.887, -3.966], [-2.085, 3.332, -2.668], [-3.164, 3.536, -3.545], [1.644, 2.000, -2.454], [0.689, 0.760, -1.575], [1.329, 2.031, -0.693], [-2.840, 3.448, -4.582], [-3.646, 4.499, -3.378], [-3.911, 2.760, -3.376], [-6.877, 2.183, 2.413], [-5.945, 1.276, 1.828], [-4.803, 1.825, 1.307], [-4.667, 3.006, 0.997], [-3.893, 0.841, 1.101], [-2.627, 1.232, 0.614], [-7.355, 2.748, 1.614], [-6.437, 2.835, 3.168], [-7.756, 1.733, 2.874], [-1.974, 1.609, 1.401], [-2.689, 1.962, -0.194], [-2.154, 0.336, 0.213]],
  "de_lowest_ev": 3.171,
  "lumo_ev": -4.66,
  "total_charge": 1,
  "energy_ha": -1906.752824,
  "gap_ev": 7.735
}


(2)
{
  "formula": "C16H32IrN7SeSi",
  "method": "ωB97M-V with the def2-TZVPD basis set",
  "elements": ["Ir", "C", "Si", "C", "C", "C", "H", "H", "H", "H", "H", "H", "H", "H", "H", "H", "H", "N", "C", "H", "C", "N", "C", "C", "N", "C", "C", "Se", "H", "H", "H", "H", "H", "H", "H", "H", "C", "N", "C", "N", "C", "N", "C", "N", "C", "C", "H", "H", "H", "H", "H", "H", "H", "H", "H", "H", "H", "H"],
  "xyz": [[0.529, -0.456, 0.205], [1.514, -0.450, -3.214], [1.899, -2.071, -2.350], [0.666, -3.362, -2.895], [3.673, -2.569, -2.642], [1.775, -1.947, -0.431], [1.727, -0.592, -4.276], [2.132, 0.386, -2.880], [0.459, -0.173, -3.154], [0.686, -3.466, -3.982], [-0.357, -3.098, -2.613], [0.894, -4.342, -2.471], [3.799, -2.865, -3.686], [3.976, -3.416, -2.024], [4.361, -1.744, -2.450], [2.767, -1.878, 0.031], [1.395, -2.911, -0.061], [1.491, -1.112, 3.017], [1.159, -0.911, 1.927], [1.776, -1.285, 3.961], [-1.460, -3.875, 1.093], [-2.117, -2.874, 1.934], [-2.668, -3.136, 3.162], [-3.246, -1.989, 3.592], [-3.037, -1.041, 2.621], [-3.576, 0.318, 2.696], [-2.337, -1.588, 1.613], [-1.902, -0.756, -0.030], [-1.056, -4.651, 1.737], [-0.658, -3.406, 0.534], [-2.181, -4.308, 0.403], [-2.616, -4.110, 3.616], [-3.792, -1.771, 4.493], [-3.316, 0.751, 3.658], [-4.658, 0.283, 2.584], [-3.154, 0.910, 1.892], [1.685, 2.252, -0.147], [0.296, 1.650, -0.092], [-0.430, 2.065, -1.365], [-0.464, 3.491, -1.506], [0.909, 4.004, -1.548], [1.625, 3.677, -0.311], [0.903, 4.265, 0.821], [-0.469, 3.748, 0.892], [-0.428, 2.325, 1.061], [-1.160, 4.076, -0.359], [2.215, 1.789, -0.983], [2.186, 1.998, 0.789], [-1.443, 1.664, -1.309], [0.104, 1.624, -2.205], [0.884, 5.086, -1.669], [1.434, 3.570, -2.401], [0.870, 5.346, 0.699], [1.429, 4.036, 1.749], [-1.431, 1.907, 1.098], [0.116, 2.074, 1.974], [-1.194, 5.158, -0.474], [-2.183, 3.698, -0.323]],
  "lumo_ev": [-8.10, -8.07],
  "total_charge": 2,
  "energy_ha": -3806.838202,
  "gap_ev": [6.302, 6.325]
}


(3)
{
  "formula": "C16H32NO2P2RuSi",
  "method": "ωB97M-V with the def2-TZVPD basis set",
  "elements": ["Ru", "P", "C", "C", "N", "C", "C", "C", "C", "C", "P", "H", "H", "H", "H", "H", "H", "H", "H", "O", "H", "H", "O", "H", "C", "H", "H", "H", "C", "H", "H", "H", "C", "H", "H", "H", "C", "H", "H", "H", "C", "Si", "C", "C", "C", "C", "H", "H", "H", "H", "H", "H", "H", "H", "H"],
  "xyz": [[0.021, 0.104, -0.120], [1.915, -0.929, 0.150], [2.300, -1.255, -1.620], [1.049, -1.641, -2.377], [-0.103, -1.150, -1.906], [-1.301, -1.460, -2.425], [-1.368, -2.297, -3.540], [-0.188, -2.779, -4.100], [1.035, -2.445, -3.519], [-2.516, -0.887, -1.746], [-2.050, 0.504, -0.640], [2.001, -2.819, -3.864], [-2.358, -2.494, -3.944], [-0.217, -3.416, -4.984], [-3.253, -0.517, -2.468], [-3.015, -1.641, -1.120], [2.716, -0.310, -2.029], [3.063, -2.037, -1.688], [1.459, 4.015, -2.188], [1.754, 3.214, -2.700], [2.392, 3.564, -3.351], [-0.819, 4.683, 0.056], [-0.815, 4.930, -0.890], [-1.295, 5.786, -0.895], [-1.915, 1.932, -1.736], [-2.843, 2.042, -2.300], [-1.722, 2.848, -1.164], [-1.066, 1.783, -2.416], [-3.296, 0.774, 0.607], [-3.014, 1.663, 1.184], [-4.284, 0.908, 0.162], [-3.310, -0.085, 1.284], [1.847, -2.479, 1.066], [2.754, -3.069, 0.900], [1.745, -2.226, 2.131], [0.962, -3.047, 0.752], [3.265, 0.046, 0.813], [3.013, 0.310, 1.847], [4.206, -0.509, 0.779], [3.349, 0.962, 0.223], [-1.564, 1.402, 5.559], [-0.091, 0.494, 4.813], [1.435, 1.362, 5.472], [-0.108, -1.297, 5.343], [-0.194, 0.531, 2.981], [-0.220, 0.412, 1.723], [-1.587, 1.327, 6.656], [-2.509, 0.987, 5.177], [-1.525, 2.469, 5.292], [1.513, 1.281, 6.564], [2.355, 0.941, 5.045], [1.406, 2.432, 5.224], [-1.014, -1.794, 4.981], [0.745, -1.839, 4.920], [-0.075, -1.458, 6.423]],
  "de_lowest_ev": 0.881,
  "lumo_ev": [-6.08, -10.47],
  "total_charge": 2,
  "energy_ha": -1900.441875,
  "spin_multiplicity": 6,
  "gap_ev": [4.764, 3.936]
}


(4)
{
  "formula": "C16H32O",
  "method": "ωB97M-V with the def2-TZVPD basis set",
  "elements": ["C", "C", "C", "C", "C", "C", "C", "C", "C", "C", "C", "C", "C", "C", "C", "C", "O", "H", "H", "H", "H", "H", "H", "H", "H", "H", "H", "H", "H", "H", "H", "H", "H", "H", "H", "H", "H", "H", "H", "H", "H", "H", "H", "H", "H", "H", "H", "H", "H"],
  "xyz": [[-4.963, -2.778, 0.392], [-3.796, -1.986, -0.186], [-4.239, -0.773, -1.006], [-4.943, 0.323, -0.204], [-4.082, 1.024, 0.849], [-2.905, 1.821, 0.269], [-1.565, 1.092, 0.362], [-0.429, 1.913, -0.245], [0.914, 1.196, -0.142], [2.046, 2.019, -0.753], [3.364, 1.252, -0.856], [3.970, 0.918, 0.507], [5.354, 0.258, 0.406], [5.361, -1.242, 0.708], [4.517, -2.065, -0.267], [3.051, -2.043, 0.044], [2.168, -1.920, -0.758], [-4.601, -3.678, 0.884], [-5.510, -2.191, 1.125], [-5.652, -3.073, -0.397], [-3.139, -1.667, 0.624], [-3.214, -2.642, -0.838], [-4.924, -1.116, -1.787], [-3.369, -0.345, -1.505], [-5.309, 1.077, -0.907], [-5.819, -0.103, 0.291], [-4.736, 1.706, 1.398], [-3.709, 0.294, 1.568], [-2.810, 2.768, 0.806], [-3.111, 2.065, -0.776], [-1.340, 0.891, 1.412], [-1.620, 0.133, -0.153], [-0.365, 2.878, 0.265], [-0.652, 2.112, -1.296], [1.127, 0.997, 0.910], [0.853, 0.234, -0.655], [2.197, 2.927, -0.162], [1.748, 2.328, -1.758], [4.079, 1.861, -1.416], [3.191, 0.335, -1.421], [3.294, 0.259, 1.052], [4.050, 1.845, 1.080], [5.761, 0.419, -0.595], [6.037, 0.736, 1.111], [5.002, -1.410, 1.726], [6.394, -1.594, 0.660], [4.683, -1.744, -1.297], [4.814, -3.117, -0.187], [2.826, -2.198, 1.119]],
  "de_lowest_ev": 0.224,
  "smiles": "CCCCCCCCCCCCCCCC=O",
  "lumo_ev": 1.00,
  "energy_ha": -704.077754,
  "gap_ev": 10.834
}


(5)
{
  "formula": "C16H33BrN3O4S",
  "method": "ωB97M-V with the def2-TZVPD basis set",
  "elements": ["C", "C", "C", "C", "N", "C", "N", "S", "C", "Br", "C", "C", "C", "O", "C", "N", "H", "H", "H", "H", "H", "H", "H", "H", "H", "H", "H", "H", "H", "H", "H", "H", "H", "H", "H", "C", "O", "C", "C", "O", "C", "C", "O", "C", "H", "H", "H", "H", "H", "H", "H", "H", "H", "H", "H", "H", "H", "H"],
  "xyz": [[-5.016, -3.803, -0.147], [-3.497, -3.551, -0.165], [-2.768, -4.625, -0.982], [-2.929, -3.472, 1.259], [-2.147, -2.248, 1.522], [-2.632, -1.046, 1.249], [-1.738, -0.116, 1.594], [-1.948, 1.581, 1.408], [-0.641, -0.766, 2.126], [0.838, 0.188, 2.700], [-0.877, -2.120, 2.099], [-0.081, -3.302, 2.544], [1.365, -3.404, 2.013], [1.678, -4.798, 1.931], [2.384, -2.803, 2.981], [3.408, -2.039, 2.259], [-5.445, -3.408, -1.064], [-5.249, -4.861, -0.078], [-5.484, -3.256, 0.668], [-3.344, -2.613, -0.698], [-1.804, -4.235, -1.307], [-3.324, -4.831, -1.892], [-2.625, -5.534, -0.408], [-3.699, -3.561, 2.020], [-2.259, -4.308, 1.414], [-3.601, -0.857, 0.828], [-2.156, 1.545, 0.083], [-0.066, -3.377, 3.629], [-0.598, -4.178, 2.173], [1.459, -2.964, 1.020], [1.528, -5.121, 1.038], [1.883, -2.181, 3.718], [2.813, -3.647, 3.524], [3.718, -2.615, 1.483], [4.233, -1.951, 2.840], [3.376, 6.016, -4.022], [2.464, 5.639, -3.013], [1.142, 5.511, -3.502], [0.312, 4.658, -2.571], [0.534, 3.260, -2.717], [1.731, 2.738, -2.161], [1.688, 2.587, -0.658], [1.926, 3.822, -0.008], [1.453, 3.805, 1.315], [3.110, 6.986, -4.456], [4.359, 6.093, -3.564], [3.414, 5.264, -4.818], [1.145, 5.056, -4.499], [0.688, 6.510, -3.571], [-0.737, 4.806, -2.836], [0.445, 4.974, -1.534], [2.603, 3.317, -2.469], [1.825, 1.737, -2.589], [2.459, 1.869, -0.344], [0.703, 2.193, -0.369], [0.368, 3.647, 1.334], [1.671, 4.769, 1.770], [1.943, 3.018, 1.902]],
  "lumo_ev": -3.12,
  "total_charge": 1,
  "energy_ha": -4066.555010,
  "gap_ev": 7.975
}


(6)
{
  "formula": "C16H33ClN3O5PS2",
  "method": "ωB97M-V with the def2-TZVPD basis set",
  "elements": ["C", "C", "S", "C", "C", "C", "P", "N", "O", "C", "C", "N", "S", "N", "C", "C", "C", "C", "C", "Cl", "H", "H", "H", "H", "H", "H", "H", "H", "H", "H", "H", "H", "H", "H", "H", "H", "H", "C", "O", "H", "H", "H", "H", "C", "O", "H", "H", "H", "H", "C", "O", "H", "H", "H", "H", "C", "O", "H", "H", "H", "H"],
  "xyz": [[1.736, 2.862, 1.138], [0.479, 3.374, 0.244], [-1.118, 3.487, 1.187], [-2.505, 2.698, 0.196], [-2.852, 1.282, 0.845], [-2.214, -0.107, 0.401], [-0.976, -0.135, -1.034], [-0.761, -1.813, -1.629], [-1.713, 0.677, -2.398], [-2.599, -1.441, 1.092], [-3.640, -1.553, 2.262], [-4.097, -2.739, 2.953], [-5.228, -2.107, 4.106], [-5.176, -0.426, 3.723], [-4.238, -0.136, 2.656], [-3.886, 1.255, 1.992], [-4.677, 2.529, 2.558], [-5.711, 3.195, 1.516], [-6.045, 2.307, 0.225], [-6.930, 0.729, 0.611], [1.963, 3.598, 1.993], [1.574, 1.806, 1.547], [2.654, 2.837, 0.444], [0.746, 4.453, -0.076], [0.391, 2.728, -0.705], [-3.390, 3.437, 0.214], [-2.136, 2.644, -0.884], [-1.738, -2.178, -1.720], [-0.475, -1.661, -2.622], [-1.018, 1.306, -2.700], [-2.102, -2.419, 0.741], [-3.869, 3.287, 2.892], [-5.285, 2.232, 3.495], [-6.680, 3.522, 2.050], [-5.198, 4.157, 1.120], [-5.117, 2.152, -0.438], [-6.783, 2.913, -0.431], [4.454, 0.171, 2.076], [3.714, 0.056, 0.869], [3.991, -0.460, 2.834], [5.483, -0.158, 1.911], [4.445, 1.210, 2.416], [4.145, 0.624, 0.217], [3.031, 0.712, -2.444], [2.178, -0.215, -1.788], [2.651, 0.890, -3.450], [3.045, 1.655, -1.890], [4.043, 0.301, -2.507], [2.537, -0.354, -0.898], [5.079, -2.636, -1.669], [3.751, -2.870, -1.230], [5.705, -3.476, -1.363], [5.096, -2.550, -2.758], [5.462, -1.718, -1.215], [3.219, -2.112, -1.513], [4.203, -6.182, -2.795], [5.408, -6.705, -2.253], [4.317, -6.081, -3.875], [3.378, -6.866, -2.581], [3.999, -5.202, -2.359], [5.280, -6.785, -1.299]],
  "smiles": "CCSCc1c(P(N)O)cc2nsnc2c1CCCCl.CO.CO.CO.CO",
  "lumo_ev": -1.16,
  "energy_ha": -2767.565872,
  "gap_ev": 6.956
}